Molecular formula: C17H19ClN4SV
Method: DFT, wB97M-V/def2-TZVPD

Each line ends with the Löwdin charge.
Cartesian coordinates (Å):
V  0.912  0.082  -0.925  0.637
C  -4.238  0.174  -4.287  -0.068
C  -3.948  1.275  -3.279  -0.202
N  -2.512  1.583  -3.189  0.023
C  -1.669  0.882  -2.456  -0.684
S  0.048  1.349  -2.530  0.789
N  -2.054  -0.121  -1.720  0.037
N  -1.047  -0.701  -1.029  -0.077
C  -1.292  -1.838  -0.448  -0.204
C  -2.618  -2.503  -0.445  0.021
C  -0.117  -2.442  0.186  -0.186
C  -0.116  -3.658  0.840  0.049
C  1.066  -4.114  1.411  0.027
C  2.213  -3.340  1.322  0.009
C  2.146  -2.139  0.645  -0.061
N  1.008  -1.699  0.083  -0.013
H  -5.312  0.001  -4.337  0.087
H  -3.754  -0.758  -3.996  0.068
H  -3.893  0.454  -5.282  0.083
H  -4.286  0.997  -2.282  0.115
H  -4.448  2.202  -3.555  0.127
H  -2.140  2.315  -3.774  0.142
H  -3.387  -1.819  -0.785  0.084
H  -2.860  -2.863  0.556  0.105
H  -2.600  -3.367  -1.115  0.122
H  -1.023  -4.242  0.904  0.134
H  1.088  -5.067  1.924  0.138
H  3.147  -3.660  1.759  0.133
H  3.019  -1.505  0.551  0.117
Cl  3.109  0.910  -1.235  0.826
C  3.364  1.273  0.494  -0.518
C  4.655  1.383  0.962  -0.060
C  4.811  1.624  2.320  -0.026
C  3.696  1.723  3.144  -0.024
C  2.414  1.596  2.629  -0.004
C  2.215  1.386  1.266  -0.311
C  0.843  1.327  0.660  -0.150
H  5.507  1.289  0.303  0.128
H  5.805  1.731  2.731  0.129
H  3.827  1.906  4.201  0.127
H  1.556  1.687  3.283  0.133
H  0.478  2.299  0.325  0.092
H  0.107  0.886  1.339  0.104

Highest occupied orbital energy (spin up / spin down) = -0.5435 / -0.5440 Eh
Net charge = +2
<S²> = 0.797
Multiplicity = 2



Molecular formula: C4H7NO2
Method: DFT, wB97M-V/def2-TZVPD

Each line ends with the Löwdin charge.
Cartesian coordinates (Å):
N  1.833  0.585  1.802  0.151
C  0.632  0.624  1.155  -0.535
O  -0.182  1.509  1.345  0.061
C  0.406  -0.493  0.148  -0.067
C  -1.044  -0.583  -0.248  -0.316
C  -1.562  0.111  -1.420  -0.107
O  -1.316  -1.291  -1.447  -0.041
H  1.983  1.255  2.541  0.109
H  2.435  -0.220  1.756  0.099
H  0.749  -1.456  0.549  0.126
H  1.010  -0.292  -0.745  0.136
H  -1.740  -0.787  0.565  0.151
H  -0.888  0.714  -2.026  0.118
H  -2.610  0.407  -1.454  0.115

Relative energy (zero: lowest compared OMol25 entry of this formula, charge and spin) = 31.4 kcal/mol
Highest occupied orbital energy = -0.3687 Eh
SMILES string = NC(=O)C[C@H]1CO1
Multiplicity = 1